1.
The following is a DFT calculation (the ωB97M-V functional and the def2-TZVPD basis) of 11 unconnected molecules or ions with the total composition C69H158NO at a distorted geometry.

Element x y z (Å)
O -4.87 5.41 1.18
N -4.15 6.23 1.89
C 4.83 -1.76 4.05
C 0.77 2.97 2.71
C 1.52 -1.83 -0.31
C -8.75 3.65 1.26
C 5.73 -6.55 -4.69
C 5.48 -0.72 1.84
C -0.25 -4.25 -3.73
C 3.65 -6.59 1.10
C 0.12 1.93 3.70
C -6.91 2.24 0.26
C 5.47 -4.04 4.94
C 4.39 -3.00 4.82
C 4.41 -2.80 -3.99
C 5.22 -1.64 -3.49
C -0.37 -5.39 1.85
C -0.96 -4.56 -2.42
C -4.82 6.70 3.11
C 2.32 -6.90 -1.08
C 4.82 -5.30 -4.70
C 3.04 2.94 -2.69
C 2.76 5.60 -3.97
C -6.21 3.07 -0.81
C 5.36 -3.93 -4.40
C -2.18 1.94 -4.37
C 3.89 3.24 -1.45
C -2.25 -3.96 2.62
C -0.63 -0.60 0.27
C -2.74 6.28 1.54
C -3.18 -0.15 -5.46
C 3.14 -7.62 0.03
C -3.88 7.73 3.88
C -2.90 -2.64 2.55
C -2.96 0.65 -4.20
C -0.91 -4.00 1.93
C 3.98 4.72 -4.26
C 0.04 -0.44 4.43
C -2.40 0.78 1.36
C -10.61 5.00 2.20
C 0.72 0.55 3.53
C -0.81 3.78 -3.26
C -2.09 4.92 1.68
C 3.06 3.13 -0.18
C -4.27 -2.68 3.20
C -9.39 4.16 2.51
C -0.30 -2.75 -4.04
C 4.57 0.46 1.73
C -0.34 4.42 -1.93
C 0.52 -0.99 -5.72
C -7.40 3.01 1.47
C -5.11 -1.38 3.06
C 4.92 -1.94 2.51
C 4.47 -7.24 2.19
C 0.51 -2.49 -5.33
C 0.85 -1.75 4.54
C -1.66 2.52 -3.08
C 3.75 -7.99 3.34
C -2.59 6.83 0.08
C -1.17 0.78 0.54
C -6.16 7.23 2.78
C 1.48 -0.79 -6.89
C -5.07 5.47 3.96
C 0.69 -0.55 -0.48
C 6.26 -6.77 -3.29
C 2.99 -1.67 -0.83
C 1.69 -7.98 -2.00
C 3.70 3.22 -4.01
C -2.05 7.25 2.46
C -2.45 7.24 3.88
C 1.84 3.81 3.39
H 5.07 -4.79 5.62
H -2.45 0.14 -3.40
H 6.47 -0.45 2.37
H 2.89 2.15 0.14
H -1.94 -4.24 -2.42
H -2.28 0.17 2.21
H -1.08 4.96 1.30
H 7.02 -7.54 -3.29
H -1.08 1.70 -2.52
H 5.40 -7.12 -2.61
H -8.72 4.82 3.10
H -6.60 3.74 1.82
H 1.91 -1.61 4.92
H -7.43 2.25 2.30
H 4.20 4.81 -5.36
H -3.02 -2.37 1.46
H 1.49 4.39 4.29
H -6.19 -1.61 3.28
H 2.61 1.94 -2.59
H -5.01 -0.91 2.09
H 4.76 2.64 -1.29
H 3.96 -5.56 -4.02
H 3.09 -7.26 3.90
H -2.50 2.77 -2.40
H -0.93 7.15 2.26
H 3.71 0.34 1.10
H -4.76 -0.63 3.77
H 0.85 -0.51 -4.82
H 3.41 -2.65 -0.87
H -1.23 4.61 -1.30
H -3.25 0.35 0.83
H -6.76 3.89 -1.28
H 3.80 -2.48 -4.86
H -1.33 -1.18 -0.32
H 3.57 3.66 0.60
H 3.60 -1.05 -0.27
H -1.41 4.59 -3.72
H 1.86 0.67 3.69
H 1.58 -2.81 -5.38
H 6.58 -6.46 -5.38
H -2.68 1.74 1.79
H 4.16 -5.73 0.68
H -0.14 -3.43 2.48
H 0.31 2.19 4.77
H 2.03 3.58 -0.21
H -1.00 -3.60 0.89
H 5.19 -7.46 -4.95
H 5.84 -1.49 4.41
H -2.12 8.31 2.10
H -0.53 -1.16 1.19
H 0.14 -2.23 -3.20
H 3.10 2.89 -4.81
H -11.10 4.58 1.34
H 0.59 -5.36 1.36
H 4.98 1.43 1.42
H -4.84 -3.51 2.83
H 1.66 0.24 -7.22
H -1.78 7.89 4.48
H 4.29 -5.35 -5.68
H -4.05 -2.89 4.27
H 0.01 3.64 2.36
H -2.69 2.70 -4.99
H 1.19 -1.42 -7.74
H 0.18 5.32 -2.12
H 6.74 -5.93 -2.83
H -0.03 -3.02 -6.07
H -2.48 6.25 4.28
H -11.38 5.01 2.96
H 2.13 5.65 -4.89
H -4.23 7.67 4.90
H -8.58 4.52 0.62
H -0.27 -5.94 2.78
H 2.14 3.54 -2.62
H 2.27 4.49 2.74
H 1.37 0.17 -0.08
H 1.26 2.41 1.92
H 0.53 -0.28 -1.54
H 2.49 -1.05 -6.58
H 3.09 -8.74 2.94
H -3.81 0.53 -6.13
H -2.29 -0.33 -6.02
H -3.97 0.82 -3.77
H 2.48 -8.31 0.53
H 3.03 -1.21 -1.80
H -0.95 -5.98 1.09
H 4.16 4.28 -1.58
H -1.50 7.04 -0.13
H -5.81 4.77 3.55
H 3.18 6.61 -3.73
H 0.29 3.73 -1.35
H -2.91 -4.68 2.18
H 0.95 -2.24 3.59
H -6.73 6.47 2.27
H -2.15 -4.29 3.70
H -2.12 4.54 2.70
H 3.78 -3.19 -3.16
H 5.70 -1.15 -4.35
H -0.77 -4.94 -4.47
H 0.48 -2.52 5.28
H -1.04 -0.61 4.11
H -5.79 2.55 -1.69
H 2.39 -8.48 -2.63
H 4.54 -8.35 4.08
H -5.44 5.61 4.93
H 3.97 -8.07 -0.49
H 1.18 -8.76 -1.43
H -0.51 -0.77 -5.95
H 3.52 -3.49 4.36
H -0.03 3.62 -3.95
H 5.12 -8.05 1.76
H -0.42 1.32 1.05
H 5.69 -2.72 2.42
H -2.65 4.24 1.03
H -6.10 8.24 2.34
H -5.53 3.69 -0.28
H 1.12 -2.61 -0.90
H 0.86 -7.49 -2.55
H 5.77 -4.48 3.98
H -4.16 4.90 4.14
H 2.97 -6.28 -1.69
H 0.58 0.15 2.51
H -6.76 7.29 3.69
H -1.26 -2.32 -4.21
H -1.27 1.41 -0.30
H -9.64 3.27 3.15
H -6.08 1.54 0.56
H -0.91 1.93 3.48
H 4.19 0.80 2.75
H -9.43 2.95 0.78
H 0.80 -4.62 -3.72
H 0.05 -0.05 5.43
H -2.84 6.01 -0.53
H 2.17 5.16 -3.19
H 4.86 5.12 -3.80
H 5.13 -6.47 2.60
H 1.53 -2.15 0.74
H 4.59 2.56 -4.02
H -10.37 6.03 2.00
H -0.53 -4.02 -1.58
H 4.07 -2.61 5.79
H 2.60 3.10 3.81
H -0.93 -5.58 -2.10
H 4.19 -0.98 4.35
H -4.06 8.80 3.57
H -2.20 -1.87 2.95
H 5.95 -3.51 -5.25
H 4.61 -0.87 -3.11
H 6.37 -3.51 5.35
H -7.67 1.55 -0.17
H 6.11 -3.99 -3.55
H -3.75 -1.01 -5.30
H 2.69 -6.16 1.48
H 1.61 -6.26 -0.61
H -3.25 7.64 -0.12
H 5.94 -1.93 -2.72
H -1.34 1.57 -4.94
H 5.93 -1.00 0.78
H 3.98 -2.27 2.08

LUMO energy (alpha / beta)	0.64 / 0.58	eV
Kohn-Sham gap (alpha / beta)	8.8 / 10.2	eV
spin multiplicity	2

2.
The following is a DFT calculation (the ωB97M-V functional and the def2-TZVPD basis) of a molecular structure, C17H8BrO5RuS5 at a distorted geometry.

Element x y z (Å)
Ru -0.19 -0.26 0.16
Br -2.63 -1.27 -1.18
S 3.96 -2.26 -1.51
S 3.21 -3.79 0.90
S 1.48 -0.59 -1.44
S 1.15 1.39 1.56
S 0.61 -2.32 1.22
O -1.03 1.28 -1.09
O -1.21 2.50 -2.92
O 5.39 -4.23 -0.51
O -1.53 -0.15 1.63
O -3.13 0.46 2.99
C -1.65 -1.05 -2.83
C -0.91 2.92 5.30
C -1.98 0.57 2.59
C -0.38 -0.87 -5.27
C 2.08 -2.54 0.37
C 0.94 2.80 3.79
C 4.40 -3.57 -0.40
C -1.60 2.05 4.49
C -0.46 0.24 -4.45
C -1.05 1.53 3.31
C -1.09 0.16 -3.21
C 0.38 3.29 4.94
C -1.12 1.43 -2.35
C -1.56 -2.17 -3.65
C -0.91 -2.08 -4.86
C 0.25 1.91 2.95
C 2.44 -1.83 -0.74
H -1.37 3.31 6.20
H 0.11 -0.79 -6.24
H -0.05 1.19 -4.74
H -2.00 -3.10 -3.32
H 1.94 3.08 3.50
H -0.84 -2.95 -5.49
H 0.94 3.97 5.57
H -2.61 1.74 4.73

LUMO energy (alpha / beta)	-0.02 / -0.09	eV
Kohn-Sham gap (alpha / beta)	5.1 / 4.9	eV
charge	-1

3.
The following is a DFT calculation (the ωB97M-V functional and the def2-TZVPD basis) of a single CH2O molecule at a distorted geometry.

Element x y z (Å)
O -0.70 -0.01 0.01
C 0.55 0.01 -0.02
H 1.09 0.97 0.05
H 1.20 -0.95 0.04

LUMO energy	0.52	eV
Kohn-Sham gap	10.9	eV

4.
The following is a DFT calculation (the ωB97M-V functional and the def2-TZVPD basis) of a single C5H8O2 molecule at a distorted geometry.

Element x y z (Å)
O 2.21 0.56 -1.08
O 1.04 -0.50 0.73
C 0.03 1.27 -0.06
C -0.95 -1.22 -0.53
C -1.39 -0.88 0.88
C -0.25 -0.18 0.26
C 1.67 0.62 0.19
H 1.46 0.85 -1.61
H -1.59 -0.94 -1.36
H -0.42 1.56 -1.05
H -0.38 -2.14 -0.67
H -0.40 1.99 0.65
H -2.32 -0.34 1.02
H -1.11 -1.57 1.67
H 2.56 0.77 0.85

LUMO energy	0.98	eV
Kohn-Sham gap	10.4	eV

5.
The following is a DFT calculation (the ωB97M-V functional and the def2-TZVPD basis) of a molecular structure, C10H5ClMnNO5 at a distorted geometry.

Element x y z (Å)
Mn 0.07 -0.10 0.04
Cl -1.84 -3.47 4.07
O 1.83 -2.60 0.37
O 1.57 2.75 1.35
O -1.37 -2.41 -1.06
O -2.17 1.70 -0.82
O 1.66 0.29 -2.50
N -0.90 -0.38 1.82
C -0.73 -1.51 -0.67
C 1.11 1.83 0.88
C -1.71 -1.85 3.52
C -1.40 0.67 2.50
C 1.06 0.15 -1.51
C -2.25 -0.78 4.22
C -2.09 0.50 3.70
C -1.26 1.04 -0.50
C -1.03 -1.64 2.31
C 1.17 -1.65 0.26
H -0.59 -2.46 1.77
H -1.25 1.66 2.06
H 1.30 -0.39 0.97
H -2.50 1.39 4.19
H -2.78 -0.99 5.15

LUMO energy (alpha / beta)	-12.68 / -16.44	eV
Kohn-Sham gap (alpha / beta)	7.9 / 6.5	eV
charge	+3
spin multiplicity	4

6.
The following is a DFT calculation (the ωB97M-V functional and the def2-TZVPD basis) of a molecular structure, C26H37BFN9S3SeV.

Element x y z (Å)
Se -0.97 2.98 -3.57
V 0.18 -0.68 -1.79
S -2.18 -0.87 -1.70
S 1.99 0.61 -0.74
S 0.68 -2.48 -0.52
F -0.01 -1.89 -2.98
N 1.40 0.05 -3.35
N 0.16 3.03 -4.89
N -2.08 0.28 0.79
N -4.12 -0.11 0.12
N -0.28 1.50 -2.84
N 0.07 -0.89 1.60
N 1.05 -2.74 2.21
N 1.87 2.87 0.87
N 0.14 1.55 1.02
C 3.19 3.51 0.46
C -5.90 -1.80 0.18
C 3.30 -3.71 2.28
C 3.49 4.67 1.42
C -4.18 0.43 1.40
C 2.37 -0.31 -4.16
C 1.49 -4.94 1.06
C 0.96 3.46 1.75
C -5.41 -0.57 -0.58
C -2.93 0.67 1.82
C 2.72 0.46 -5.31
C 0.70 1.17 -3.65
C 4.31 2.48 0.57
C -0.12 2.65 1.83
C -6.40 0.59 -0.49
C 0.61 -2.03 1.16
C 0.97 1.99 -4.78
C -5.17 -0.91 -2.04
C -2.83 -0.20 -0.22
C 0.17 -0.87 2.98
C 1.82 -4.07 2.26
C 0.77 -2.02 3.35
C 1.34 1.72 0.44
C 3.03 4.03 -0.97
C 1.41 -4.81 3.54
C 2.04 1.60 -5.63
B -0.57 0.24 0.78
H -0.31 0.04 -0.42
H 4.48 5.05 1.19
H -6.13 -1.16 -2.47
H 2.29 2.18 -6.51
H 2.82 3.21 -1.66
H 3.89 -4.63 2.33
H 2.79 5.50 1.29
H -4.76 -0.07 -2.61
H -0.18 -0.05 3.59
H 3.59 -3.17 1.38
H -5.19 -2.62 0.10
H 1.13 4.40 2.23
H 3.54 0.11 -5.93
H -4.53 -1.79 -2.16
H 4.29 1.96 1.53
H 1.02 -2.37 4.34
H 0.41 -5.08 0.92
H -1.03 2.78 2.40
H 3.55 -3.11 3.16
H -7.28 0.33 -1.09
H 1.79 -4.33 4.44
H 1.94 -4.59 0.14
H 3.49 4.35 2.46
H -2.59 1.07 2.76
H -5.98 1.52 -0.89
H 1.84 -5.80 3.51
H -5.12 0.59 1.91
H 3.95 4.52 -1.28
H 2.22 4.76 -1.03
H 4.29 1.74 -0.24
H 5.27 3.00 0.50
H -6.09 -1.58 1.23
H 1.91 -5.93 1.25
H -6.85 -2.12 -0.26
H 2.90 -1.23 -3.93
H 0.32 -4.91 3.61
H -6.76 0.77 0.53

LUMO energy (alpha / beta)	-10.79 / -10.79	eV
Kohn-Sham gap (alpha / beta)	5.9 / 5.9	eV
charge	+3